No. 1
Molecular formula: C5H5N3
Method: DFT, the ωB97M-V functional and the def2-TZVPD basis

As for the frontier orbital gap: 9.116 eV. The structure (SMILES) is C=C/C(C#N)=N/N=C. The calculation puts the HOMO energy at -9.8 eV. Its lowest unoccupied orbital energy is -0.727 eV.

ORCA input file:
```
! RIJCOSX wB97M-V def2-TZVPD def2/J DEFGRID3
* xyz 0 1
C -2.591 -0.654 0.029
C -1.289 -0.772 -0.171
C -0.268 0.265 0.027
C -0.684 1.657 0.040
N -0.959 2.776 -0.131
N 0.897 -0.212 -0.128
N 1.946 0.651 -0.036
C 3.000 -0.056 -0.004
H -3.313 -1.487 -0.025
H -2.953 0.244 0.434
H -0.714 -1.760 -0.247
H 2.935 -1.102 0.059
H 3.992 0.449 0.152
*
```

No. 2
Molecular formula: C5H5N3O
Method: DFT, the ωB97M-V functional and the def2-TZVPD basis

As for the frontier orbital gap: 8.918 eV. The structure (SMILES) is On1ccn2cncc12. The calculation puts the HOMO energy at -8.2 eV. Its lowest unoccupied orbital energy is 0.710 eV.

ORCA input file:
```
! RIJCOSX wB97M-V def2-TZVPD def2/J DEFGRID3
* xyz 0 1
O 2.309 -1.299 0.340
N 1.461 -0.430 -0.336
C 1.550 0.918 -0.060
C 0.373 1.557 0.063
N -0.677 0.647 0.042
C -2.022 0.577 0.135
N -2.435 -0.666 0.050
C -1.342 -1.460 -0.106
C -0.260 -0.645 -0.077
H 2.408 -2.082 -0.226
H 2.527 1.368 -0.019
H 0.194 2.612 0.147
H -2.667 1.426 0.241
H -1.418 -2.523 -0.193
*
```

No. 3
Molecular formula: C5H5N3O
Method: DFT, the ωB97M-V functional and the def2-TZVPD basis

As for the frontier orbital gap (spin up / spin down): 6.947 / 6.699 eV. The calculation puts the HOMO energy (spin up / spin down) at -7.9 / -8.2 eV. Its lowest unoccupied orbital energy (spin up / spin down) is -0.927 / -1.485 eV.

ORCA input file:
```
! RIJCOSX wB97M-V def2-TZVPD def2/J DEFGRID3
* xyz 0 1
C -1.503 0.658 -0.709
C 1.055 -0.672 0.701
C -0.247 -0.596 1.125
C 1.680 -0.089 -0.383
C 1.273 0.657 -1.487
N -0.945 -0.273 0.055
N -1.158 1.208 -1.842
N -0.780 -1.184 2.234
O 0.179 1.084 -2.159
H -2.494 0.975 -0.379
H 2.728 -0.356 -0.452
H 2.080 0.872 -2.184
H -0.147 -1.348 3.000
H -1.720 -0.935 2.483
*
```

No. 4
Molecular formula: C5H5N3O3
Method: DFT, the ωB97M-V functional and the def2-TZVPD basis

As for the frontier orbital gap: 7.827 eV. The calculation puts the HOMO energy at -8.6 eV. Its lowest unoccupied orbital energy is -0.780 eV.

ORCA input file:
```
! RIJCOSX wB97M-V def2-TZVPD def2/J DEFGRID3
* xyz 0 1
C 1.334 1.773 -0.259
C 2.412 0.858 -0.106
C 0.004 -0.819 0.157
C -0.725 -2.052 -0.120
C -2.005 0.617 0.295
N 0.066 1.550 -0.144
N -0.589 0.416 0.065
N 1.335 -0.665 0.041
O -1.915 -2.190 -0.357
O 3.530 0.584 0.081
O 2.122 -1.666 0.000
H 1.701 2.765 -0.577
H -0.107 -2.849 0.029
H -2.405 1.609 -0.029
H -2.537 -0.182 -0.416
H -2.222 0.250 1.341
*
```

No. 5
Molecular formula: C5H5N3O3S
Method: DFT, the ωB97M-V functional and the def2-TZVPD basis

As for the frontier orbital gap (spin up / spin down): 7.318 / 7.519 eV. The calculation puts the HOMO energy (spin up / spin down) at -7.8 / -7.9 eV. Its lowest unoccupied orbital energy (spin up / spin down) is -0.494 / -0.353 eV.

ORCA input file:
```
! RIJCOSX wB97M-V def2-TZVPD def2/J DEFGRID3
* xyz 0 1
C -0.826 -2.760 -0.113
C -0.246 -1.194 -1.828
C -0.504 -0.730 1.128
C 0.272 1.303 0.234
C 1.136 2.085 -0.655
N -0.580 -2.219 -1.293
N -0.695 1.749 0.950
N 0.370 -0.126 0.143
O -1.022 0.743 3.349
O -0.210 -0.240 -2.470
O -1.004 -1.965 0.969
S -1.511 0.636 1.946
H -0.692 -3.734 0.204
H 2.090 2.336 -0.313
H 0.629 3.069 -0.769
H 1.513 1.649 -1.531
H 1.281 -0.602 0.049
*
```

No. 6
Molecular formula: C5H5NO
Method: DFT, the ωB97M-V functional and the def2-TZVPD basis

As for the frontier orbital gap: 10.720 eV. The structure (SMILES) is N#C[C@@H]1C[C@@H]1C=O. The calculation puts the HOMO energy at -10.3 eV. Its lowest unoccupied orbital energy is 0.438 eV.

ORCA input file:
```
! RIJCOSX wB97M-V def2-TZVPD def2/J DEFGRID3
* xyz 0 1
N -1.744 1.652 -1.306
C -1.038 0.746 -1.163
C -0.151 -0.374 -0.921
C -0.455 -1.215 0.293
C 0.734 -0.244 0.292
C 0.796 1.189 0.962
O 1.419 2.153 0.588
H 0.250 -0.840 -1.811
H -1.386 -1.022 0.828
H -0.267 -2.289 0.174
H 1.698 -0.742 0.260
H 0.144 0.986 1.805
*
```

No. 7
Molecular formula: C5H5NO
Method: DFT, the ωB97M-V functional and the def2-TZVPD basis

As for the frontier orbital gap: 9.293 eV. The structure (SMILES) is C#CC(=O)[C@H]1CN1. The calculation puts the HOMO energy at -9.2 eV. Its lowest unoccupied orbital energy is 0.094 eV.

ORCA input file:
```
! RIJCOSX wB97M-V def2-TZVPD def2/J DEFGRID3
* xyz 0 1
C -0.326 2.437 1.395
C -0.669 1.354 0.995
C -0.978 0.007 0.534
O -1.653 -0.773 1.189
C -0.396 -0.305 -0.782
C 1.056 -0.944 -0.843
N -0.132 -1.693 -1.118
H -0.057 3.393 1.787
H 0.238 0.462 -1.250
H 1.594 -0.985 0.087
H 1.650 -0.759 -1.748
H -0.327 -2.194 -0.245
*
```

No. 8
Molecular formula: C5H5NO
Method: DFT, the ωB97M-V functional and the def2-TZVPD basis

As for the frontier orbital gap: 10.808 eV. The structure (SMILES) is N#C[C@@H]1C[C@@H]1C=O. The calculation puts the HOMO energy at -10.3 eV. Its lowest unoccupied orbital energy is 0.482 eV.

ORCA input file:
```
! RIJCOSX wB97M-V def2-TZVPD def2/J DEFGRID3
* xyz 0 1
N 0.809 -2.098 -1.873
C 0.625 -1.040 -1.445
C 0.350 0.273 -0.917
C 1.060 0.795 0.313
C -0.400 0.429 0.383
C -1.169 -0.582 1.142
O -1.118 -0.886 2.301
H 0.107 1.018 -1.670
H 1.782 0.099 0.750
H 1.416 1.822 0.304
H -1.396 0.931 0.235
H -2.066 -0.760 0.477
*
```

No. 9
Molecular formula: C5H5NO
Method: DFT, the ωB97M-V functional and the def2-TZVPD basis

As for the frontier orbital gap: 10.460 eV. The structure (SMILES) is O=C/N=C1\[C@H]2C[C@@H]12. The calculation puts the HOMO energy at -9.7 eV. Its lowest unoccupied orbital energy is 0.724 eV.

ORCA input file:
```
! RIJCOSX wB97M-V def2-TZVPD def2/J DEFGRID3
* xyz 0 1
O -0.292 2.158 1.586
C -1.015 2.082 0.616
N -0.658 1.516 -0.611
C -0.079 0.390 -0.477
C 0.453 -0.545 0.471
C 0.172 -1.801 -0.281
C 0.702 -0.650 -1.078
H -2.042 2.468 0.631
H 1.132 -0.361 1.293
H -0.863 -2.100 -0.435
H 0.858 -2.628 -0.104
H 1.614 -0.607 -1.657
*
```

No. 10
Molecular formula: C5H5NO
Method: DFT, the ωB97M-V functional and the def2-TZVPD basis

As for the frontier orbital gap: 8.958 eV. The calculation puts the HOMO energy at -8.7 eV. Its lowest unoccupied orbital energy is 0.299 eV.

ORCA input file:
```
! RIJCOSX wB97M-V def2-TZVPD def2/J DEFGRID3
* xyz 0 1
O 1.561 1.824 1.300
C 0.539 1.329 1.547
C 0.392 -0.491 0.555
C -0.788 -1.144 -0.089
C 0.149 -0.299 -0.920
C -0.324 1.000 -1.360
N -0.719 2.046 -1.663
H -0.293 0.605 1.614
H 1.244 -1.109 0.832
H -1.785 -0.743 0.087
H -0.771 -2.218 -0.264
H 0.793 -0.801 -1.637
*
```

No. 11
Molecular formula: C5H5NO
Method: DFT, the ωB97M-V functional and the def2-TZVPD basis

As for the frontier orbital gap: 9.900 eV. The structure (SMILES) is N#C[C@@H]1CC=CO1. The calculation puts the HOMO energy at -9.2 eV. Its lowest unoccupied orbital energy is 0.711 eV.

ORCA input file:
```
! RIJCOSX wB97M-V def2-TZVPD def2/J DEFGRID3
* xyz 0 1
N 2.769 1.313 0.517
C 1.893 0.558 0.482
C 0.839 -0.448 0.211
C -0.055 0.017 -0.960
C -1.294 0.470 -0.227
C -1.271 -0.161 0.938
O -0.056 -0.682 1.304
H 1.348 -1.400 0.041
H 0.419 0.751 -1.607
H -0.341 -0.861 -1.555
H -2.153 0.955 -0.673
H -2.098 -0.513 1.530
*
```

No. 12
Molecular formula: C5H5NO
Method: DFT, the ωB97M-V functional and the def2-TZVPD basis

As for the frontier orbital gap: 11.624 eV. The calculation puts the HOMO energy at -10.9 eV. Its lowest unoccupied orbital energy is 0.717 eV.

ORCA input file:
```
! RIJCOSX wB97M-V def2-TZVPD def2/J DEFGRID3
* xyz 0 1
C -1.115 -0.830 0.940
C -0.228 0.257 0.338
O -0.177 1.333 1.250
C 1.134 -0.229 0.011
C 2.239 -0.621 -0.258
C -0.825 1.624 -1.711
N -0.767 0.763 -0.894
H -1.199 -1.619 0.186
H -0.722 -1.207 1.896
H -2.086 -0.348 1.084
H 0.507 1.970 0.987
H 3.203 -1.003 -0.515
*
```

No. 13
Molecular formula: C5H5NO
Method: DFT, the ωB97M-V functional and the def2-TZVPD basis

As for the frontier orbital gap (spin up / spin down): 6.970 / 6.970 eV. The calculation puts the HOMO energy (spin up / spin down) at -8.0 / -8.0 eV. Its lowest unoccupied orbital energy (spin up / spin down) is -1.027 / -1.027 eV.

ORCA input file:
```
! RIJCOSX wB97M-V def2-TZVPD def2/J DEFGRID3
* xyz 0 1
C 0.096 0.301 0.148
C -0.939 -0.584 0.081
C -1.565 -1.727 -0.226
C 2.138 -1.029 0.125
C -2.414 -0.566 0.253
N 1.391 0.155 0.136
O 3.409 -0.609 0.009
H -0.132 1.418 0.263
H -2.921 -0.579 1.291
H -3.226 -0.228 -0.396
H 2.127 0.979 -0.029
H 4.095 -1.267 0.318
*
```

No. 14
Molecular formula: C5H5NO
Method: DFT, the ωB97M-V functional and the def2-TZVPD basis

As for the frontier orbital gap: 8.738 eV. The calculation puts the HOMO energy at -9.6 eV. Its lowest unoccupied orbital energy is -0.821 eV.

ORCA input file:
```
! RIJCOSX wB97M-V def2-TZVPD def2/J DEFGRID3
* xyz 0 1
O -2.023 0.021 -0.270
C -1.047 -0.788 0.306
C 0.376 -0.454 -0.201
C 0.701 0.928 -0.155
C 0.923 2.079 -0.425
C 1.390 -1.326 0.385
N 2.165 -2.046 0.865
H -1.845 0.938 -0.018
H -1.050 -0.722 1.415
H -1.271 -1.817 0.037
H 0.583 0.106 -1.781
H 1.099 3.081 -0.157
*
```

No. 15
Molecular formula: C5H5NO
Method: DFT, the ωB97M-V functional and the def2-TZVPD basis

As for the frontier orbital gap: 9.290 eV. The calculation puts the HOMO energy at -8.3 eV. Its lowest unoccupied orbital energy is 1.030 eV.

ORCA input file:
```
! RIJCOSX wB97M-V def2-TZVPD def2/J DEFGRID3
* xyz 0 1
C 1.676 0.656 0.048
C 0.227 -0.668 0.072
C -1.027 -1.066 0.014
C -1.030 1.089 -0.013
C 0.240 0.669 -0.015
H 1.986 0.977 1.001
H 2.153 1.378 -0.680
H 2.056 -1.128 -0.757
H -1.491 -1.988 0.092
H -1.525 2.096 -0.166
N 1.608 -0.779 0.005
O -1.869 0.005 -0.021
*
```

No. 16
Molecular formula: C5H5NO
Method: DFT, the ωB97M-V functional and the def2-TZVPD basis

As for the frontier orbital gap: 10.615 eV. The calculation puts the HOMO energy at -9.9 eV. Its lowest unoccupied orbital energy is 0.670 eV.

ORCA input file:
```
! RIJCOSX wB97M-V def2-TZVPD def2/J DEFGRID3
* xyz 0 1
O -1.666 -0.884 -1.427
C -0.220 -1.198 0.687
C -0.199 0.330 0.717
C 1.117 0.821 0.165
C -0.043 0.705 -0.761
C -0.518 -0.652 -1.154
N 0.149 -1.713 -0.430
H -0.589 -1.833 1.486
H -0.820 0.928 1.373
H 1.927 0.099 0.104
H 1.407 1.833 0.432
H -0.545 1.564 -1.191
*
```

No. 17
Molecular formula: C5H5NO
Method: DFT, the ωB97M-V functional and the def2-TZVPD basis

As for the frontier orbital gap: 10.039 eV. The structure (SMILES) is C#C[C@@H]1CNC1=O. The calculation puts the HOMO energy at -9.3 eV. Its lowest unoccupied orbital energy is 0.753 eV.

ORCA input file:
```
! RIJCOSX wB97M-V def2-TZVPD def2/J DEFGRID3
* xyz 0 1
C 2.401 -0.491 -0.389
C 1.414 0.131 0.101
C 0.192 0.791 0.114
C -0.667 0.131 0.957
N -1.509 -0.470 -0.234
C -0.871 0.378 -1.173
O -0.863 0.352 -2.294
H 3.276 -1.223 -0.344
H 0.487 1.859 0.402
H -0.478 -0.889 1.412
H -1.143 0.468 1.857
H -2.239 -1.036 -0.408
*
```

No. 18
Molecular formula: C5H5NO2
Method: DFT, the ωB97M-V functional and the def2-TZVPD basis

As for the frontier orbital gap: 8.446 eV. The structure (SMILES) is O=C1C=NC(CO)=C1. The calculation puts the HOMO energy at -9.5 eV. Its lowest unoccupied orbital energy is -1.085 eV.

ORCA input file:
```
! RIJCOSX wB97M-V def2-TZVPD def2/J DEFGRID3
* xyz 0 1
O -0.880 2.311 1.747
C -0.387 1.425 0.996
C 1.317 1.283 1.206
N 1.455 0.007 0.833
C 0.321 -0.328 0.012
C 0.336 -1.422 -1.042
O -0.988 -1.202 -1.916
C -0.866 0.350 0.168
H 1.923 1.959 1.804
H 0.277 -2.395 -0.432
H 0.946 -1.259 -1.801
H -1.756 -1.314 -1.136
H -1.697 0.586 -0.439
*
```

No. 19
Molecular formula: C5H5NO2
Method: DFT, the ωB97M-V functional and the def2-TZVPD basis

As for the frontier orbital gap (spin up / spin down): 8.527 / 8.526 eV. The calculation puts the HOMO energy (spin up / spin down) at -8.2 / -8.2 eV. Its lowest unoccupied orbital energy (spin up / spin down) is 0.298 / 0.297 eV.

ORCA input file:
```
! RIJCOSX wB97M-V def2-TZVPD def2/J DEFGRID3
* xyz 0 1
C -2.188 -0.746 0.100
C -2.224 0.675 0.189
C -0.062 0.196 0.118
C 2.336 -0.502 -0.454
C 1.373 0.467 0.081
N -1.062 -1.371 0.043
O -0.960 1.089 0.187
O 2.292 -0.143 0.967
H -3.126 -1.138 -0.030
H -2.875 1.503 0.451
H 1.855 -1.423 -0.606
H 3.270 -0.234 -1.105
H 1.371 1.628 0.060
*
```

What are the calculated total energy values for these records? In order: -357.6775; -432.9055; -432.7742; -583.3310; -981.5367; -323.4430; -323.3375; -323.4299; -323.4168; -323.3308; -323.4620; -323.3970; -323.2422; -323.3094; -323.3760; -323.4114; -323.3324; -398.5950; -398.5558 a.u..